No. 1
Density functional theory data (ωB97M-V/def2-TZVPD) for 11 unconnected molecules or ions with the total composition C44H110O22 at a distorted geometry.

**Kohn-Sham gap (spin up / spin down)**: 0.306 / 0.072 Ha
**HOMO level (spin up / spin down)**: -10.80 / -10.80 eV
**Max |F|**: 3.09 eV/A
**Multiplicity**: 2
**Charge**: +1

```
176
Properties=species:S:1:pos:R:3:forces:R:3:lowdin_spin:R:1
C 2.1530 -15.6660 9.1165 -1.234 -0.230 0.535 0.001
O 1.1719 -14.8912 9.9002 1.775 -0.451 -0.745 0.011
C 1.8448 -13.9900 10.7843 -0.270 0.506 0.864 0.001
C 0.9790 -13.3675 11.9693 0.677 -0.747 -1.662 0.000
O 0.4078 -14.2892 12.8580 0.077 -0.268 0.749 0.001
C 1.2443 -14.6326 13.9482 1.056 0.308 0.270 0.000
H 3.0472 -15.1913 8.7125 -0.338 1.071 0.038 0.000
H 1.6251 -16.1584 8.2999 -0.237 0.390 -0.029 0.000
H 2.5707 -16.5002 9.6802 -0.163 -0.155 0.787 0.001
H 2.2283 -13.1180 10.2544 -0.085 0.184 -0.396 0.001
H 2.7568 -14.4679 11.1420 0.012 -0.239 0.517 0.000
H 0.1930 -12.7570 11.5249 -0.322 -0.334 -0.049 0.000
H 1.6269 -12.6388 12.4565 0.334 -0.079 0.319 0.000
H 0.8124 -15.2993 14.6946 -0.645 -0.061 -0.559 0.000
H 1.6161 -13.7823 14.5199 -0.464 0.716 0.016 0.000
H 2.2015 -15.0695 13.6635 0.030 -0.532 -0.599 0.000
C 5.2517 -21.6928 17.0954 -1.135 -0.520 -0.334 0.000
O 4.1252 -21.6274 16.1691 0.785 -0.167 0.782 0.000
C 2.9815 -21.0011 16.7436 0.987 0.324 0.094 0.000
C 3.1368 -19.4879 16.7255 0.161 -0.139 -0.407 0.000
O 3.4825 -19.1247 15.4067 -0.323 -0.251 -0.932 0.000
C 3.7316 -17.7659 15.3025 0.018 1.231 0.296 0.000
H 5.5897 -20.7257 17.4677 -0.070 0.188 -0.224 0.000
H 6.0773 -22.2386 16.6387 -0.155 0.273 -0.405 0.000
H 4.9643 -22.2988 17.9547 -0.145 0.037 0.245 0.000
H 2.8262 -21.3592 17.7613 -0.035 0.030 0.250 0.000
H 2.0851 -21.2558 16.1781 0.271 -0.174 -0.308 0.000
H 3.9329 -19.0560 17.3319 0.027 -0.398 0.725 0.000
H 2.1846 -19.0661 17.0471 -0.186 0.372 -0.019 0.000
H 4.5189 -17.4470 15.9856 0.086 0.042 0.443 0.000
H 2.8525 -17.1565 15.5119 -0.224 0.049 0.281 0.000
H 4.0732 -17.3934 14.3368 -0.064 -0.856 -0.490 0.000
C 7.0652 -15.9114 17.5439 0.282 0.663 -0.487 0.000
O 7.9574 -16.9442 17.8134 -0.049 -2.382 0.328 0.000
C 7.5404 -18.2616 17.3008 1.332 1.214 0.981 0.000
C 8.3968 -19.3755 17.9074 -0.011 -0.852 1.649 0.000
O 8.1190 -19.5277 19.3050 -1.961 0.713 0.148 0.000
C 8.7878 -20.5083 20.0550 1.509 0.647 -0.394 0.000
H 7.5555 -15.2814 16.8017 -0.423 0.197 -0.575 0.000
H 6.9412 -15.2341 18.3889 -0.131 -0.437 0.451 0.000
H 6.0985 -16.2825 17.2034 -0.141 0.255 -0.034 0.000
H 7.6698 -18.2500 16.2186 -0.017 -0.173 -0.219 0.000
H 6.4923 -18.4438 17.5380 -0.088 0.015 0.121 0.000
H 9.4844 -19.3061 17.8880 0.092 0.610 -0.938 0.000
H 8.1034 -20.3263 17.4624 0.033 -0.074 -0.646 0.000
H 9.1763 -21.3200 19.4399 -0.318 -0.350 -0.086 0.000
H 8.2486 -20.8773 20.9275 -0.597 0.090 -0.462 0.000
H 9.6695 -20.0141 20.4629 0.391 -0.116 0.222 0.000
C 6.8219 -15.6397 14.0260 1.700 0.312 0.389 0.000
O 6.5827 -14.2011 14.0174 -1.186 -1.729 -1.904 0.000
C 5.7399 -13.9754 12.8520 0.066 1.121 -0.519 0.000
C 5.4588 -12.4736 12.5967 0.316 -0.918 1.365 0.000
O 4.6988 -12.2738 11.4316 0.185 0.279 0.202 0.000
C 4.4246 -10.8791 11.2700 -1.401 -0.030 -0.337 0.000
H 6.1751 -16.3213 14.5784 -0.484 0.832 0.615 0.000
H 7.8468 -15.7228 14.3876 -0.096 -0.213 0.520 0.000
H 6.8980 -16.1584 13.0704 -0.270 0.775 -0.814 0.000
H 4.8189 -14.5485 12.9585 -0.238 0.076 0.032 0.000
H 6.2271 -14.2686 11.9221 0.381 -0.695 0.039 0.000
H 6.4152 -11.9571 12.5154 0.234 0.130 0.043 0.000
H 4.9733 -12.1450 13.5156 -0.398 0.681 -0.070 0.000
H 3.8000 -10.5001 12.0789 0.528 0.046 0.647 0.000
H 3.7357 -10.7485 10.4355 0.346 -0.420 -0.500 0.000
H 5.2883 -10.2409 11.0834 0.288 -0.217 0.238 0.000
C 3.8022 -7.3644 9.8155 1.002 -0.476 0.293 0.000
O 5.0936 -7.6813 9.1936 -0.784 1.270 0.670 0.000
C 6.0026 -6.5458 9.1089 -0.296 -1.146 1.287 0.000
C 6.6586 -6.1444 10.4609 -0.617 0.883 -0.171 0.000
O 5.7465 -5.3206 11.1883 -0.844 -0.151 0.235 0.000
C 6.2342 -4.8214 12.4186 -0.039 0.076 0.127 0.000
H 3.2708 -6.4963 9.4256 0.260 -0.013 -0.679 0.000
H 3.9147 -7.1351 10.8751 0.262 -0.142 0.125 0.000
H 3.1930 -8.2644 9.7314 0.039 0.106 -0.208 0.000
H 5.4487 -5.6993 8.7028 0.317 0.149 -0.201 0.000
H 6.7869 -6.9419 8.4638 -0.009 0.486 -0.234 0.000
H 7.5435 -5.5219 10.3282 0.362 -0.092 -0.598 0.000
H 6.9909 -7.0086 11.0361 -0.256 -0.355 0.114 0.000
H 6.5091 -5.6469 13.0752 0.756 0.004 -0.036 0.000
H 5.5163 -4.2694 13.0250 -0.897 -0.211 -0.651 0.000
H 6.9805 -4.0434 12.2576 0.772 -0.459 -0.034 0.000
C 5.0497 -7.9461 13.9831 0.137 -0.033 1.038 0.000
O 4.3060 -9.0890 14.2920 -0.170 -1.437 -0.307 0.000
C 4.2694 -9.4798 15.6673 -0.438 0.292 -1.183 0.000
C 2.8309 -9.7392 16.0323 -1.134 -0.790 0.539 0.000
O 2.1423 -10.6759 15.1706 0.012 0.245 0.083 0.000
C 0.7620 -10.9225 15.5486 0.879 0.142 -0.859 0.000
H 5.2040 -7.8421 12.9090 -0.275 -0.122 0.028 0.000
H 6.0169 -8.0309 14.4784 0.361 0.332 -0.093 0.000
H 4.4975 -7.1061 14.4044 0.262 0.589 -0.263 0.000
H 4.7405 -8.6984 16.2636 -0.409 0.163 0.389 0.000
H 4.8297 -10.3836 15.9068 0.358 -0.247 -0.655 0.000
H 2.2225 -8.8354 16.0636 0.159 0.272 0.072 0.000
H 2.8508 -10.2182 17.0112 -0.079 0.293 0.531 0.000
H 0.6653 -11.8335 16.1393 0.127 0.152 0.398 0.000
H 0.2140 -11.1003 14.6233 0.095 -0.024 -0.114 0.000
H 0.2871 -10.0598 16.0157 0.201 0.007 0.303 0.000
C 4.4019 -12.0017 20.0005 -1.152 0.105 0.654 0.000
O 3.8166 -12.5135 18.8031 1.412 0.493 -0.266 0.000
C 4.8357 -12.8229 17.8589 -0.261 -0.258 -1.543 0.000
C 4.3079 -13.4912 16.5664 -1.154 -0.908 0.632 0.000
O 3.6397 -14.7643 16.7496 0.687 -0.229 -0.840 0.000
C 2.4756 -14.7292 17.5277 0.049 -0.121 1.424 0.000
H 4.9386 -12.7834 20.5382 0.269 0.010 -0.089 0.000
H 3.5810 -11.6699 20.6361 -0.267 -0.397 0.022 0.000
H 4.9792 -11.0790 19.9418 0.530 -0.166 -0.830 0.000
H 5.6681 -13.4040 18.2558 -0.287 -0.510 0.537 0.000
H 5.3604 -11.9541 17.4614 -0.130 0.777 0.247 0.000
H 5.1198 -13.6952 15.8683 0.306 -0.032 0.319 0.000
H 3.5934 -12.9042 15.9894 -0.064 0.802 0.333 0.000
H 2.8116 -14.6394 18.5608 -0.504 0.490 0.202 0.000
H 1.9078 -15.6594 17.5484 0.372 -0.393 -0.807 0.000
H 1.7572 -13.9515 17.2686 0.211 0.386 -0.107 0.000
C 6.8374 -16.5001 7.8622 -0.361 1.750 -0.600 0.036
O 6.1658 -16.4211 9.1266 1.058 -1.522 -0.510 0.247
C 5.6626 -17.6270 9.5769 -1.541 0.356 0.653 0.066
C 6.7355 -18.6284 10.1855 1.914 -0.741 -1.062 0.083
O 7.6276 -19.2199 9.2254 -1.131 0.621 -0.704 0.415
C 7.0372 -19.9824 8.1200 0.230 -0.392 0.943 0.028
H 7.6934 -17.1657 7.7504 0.090 -0.544 0.856 0.017
H 7.1840 -15.4907 7.6410 0.164 -0.021 0.363 0.000
H 6.1672 -16.6955 7.0251 -0.530 -0.548 0.219 0.014
H 4.9306 -18.0658 8.8989 0.730 -0.618 -0.886 0.010
H 4.9565 -17.4158 10.3799 0.541 0.307 0.696 0.004
H 6.3470 -19.5025 10.7080 -1.222 0.170 -0.011 0.032
H 7.3938 -18.1284 10.8959 -0.080 0.305 -0.237 -0.001
H 6.1986 -19.4325 7.6928 0.246 0.114 -0.220 0.011
H 6.6469 -20.9347 8.4790 -0.256 0.032 0.544 0.017
H 7.8242 -20.2985 7.4353 0.056 0.796 0.001 0.000
C 14.5692 -19.7138 17.1859 -0.578 -0.243 0.793 0.000
O 13.6808 -18.9153 16.4565 0.472 1.773 -0.995 0.000
C 14.2792 -17.6216 16.1306 -0.359 -0.404 1.197 0.000
C 13.2441 -16.6158 15.6809 -1.961 -2.033 -0.354 0.000
O 12.2069 -16.3695 16.6538 0.377 0.467 0.693 0.000
C 10.8772 -16.9874 16.5253 2.068 0.817 -0.595 0.000
H 14.0479 -20.6464 17.4018 0.108 -0.138 -0.246 0.000
H 14.7244 -19.2517 18.1608 0.483 0.094 0.136 0.000
H 15.5160 -19.9204 16.6868 0.077 0.097 -0.137 0.000
H 15.0974 -17.7375 15.4198 -0.165 -0.107 -0.493 0.000
H 14.7543 -17.1537 16.9928 0.055 -0.415 0.646 0.000
H 12.7104 -17.1116 14.8700 0.156 0.289 -0.760 0.000
H 13.7733 -15.7325 15.3232 -0.421 0.333 0.282 0.000
H 11.0272 -18.0358 16.2676 -0.360 -0.090 0.087 0.000
H 10.3574 -16.4345 15.7428 -0.276 -0.215 -0.248 0.000
H 10.3310 -16.8293 17.4553 0.369 -0.181 -0.036 0.000
C 4.7358 -11.2728 6.8618 -0.508 1.227 -0.837 0.000
O 4.8388 -12.3445 7.7360 1.451 -0.497 1.163 0.001
C 6.1719 -12.6772 8.1240 0.516 -1.274 -0.752 0.000
C 7.1115 -11.6321 8.6707 -2.145 1.653 1.121 0.000
O 7.7815 -10.8775 7.7248 0.824 0.355 -1.893 0.000
C 8.3991 -9.6690 8.1732 -0.087 -0.647 0.835 0.000
H 3.7463 -10.8495 7.0346 -0.006 0.067 -0.235 0.000
H 4.8368 -11.5387 5.8096 -0.160 -0.506 -0.189 0.000
H 5.4632 -10.4678 6.9670 0.147 -0.079 0.648 0.000
H 6.7077 -13.1718 7.3138 0.003 0.030 -0.804 0.000
H 6.1128 -13.4835 8.8551 -0.501 0.244 0.391 0.000
H 7.6953 -12.0449 9.4934 0.623 -0.136 -0.162 0.000
H 6.4180 -10.9225 9.1219 -0.201 0.150 0.851 0.000
H 7.7422 -9.0265 8.7596 -0.455 -0.365 0.401 0.000
H 8.7234 -8.9861 7.3880 0.111 -0.830 -0.552 0.000
H 9.2333 -10.0018 8.7907 0.316 0.567 0.116 0.000
C 9.1094 -8.8865 18.2160 -0.521 -0.486 -0.851 0.000
O 8.2775 -9.9545 17.7111 0.591 -0.680 0.656 0.000
C 8.8624 -11.2619 17.7862 0.313 0.517 -0.760 0.000
C 10.0112 -11.4120 16.7331 -0.028 -1.379 2.761 0.000
O 9.8062 -11.1610 15.4162 -1.962 0.899 -2.186 0.000
C 8.7070 -11.8902 14.7804 0.925 0.112 0.495 0.000
H 8.3572 -8.1402 18.4716 0.584 0.263 0.303 0.000
H 9.8021 -8.5176 17.4596 -0.271 0.176 -0.435 0.000
H 9.7916 -9.1617 19.0204 -0.550 -0.292 0.555 0.000
H 8.0827 -12.0236 17.7870 -0.431 0.215 -0.940 0.000
H 9.2675 -11.4775 18.7750 0.634 0.458 0.230 0.000
H 10.4484 -12.4062 16.8256 -0.239 -0.720 0.291 0.000
H 10.8174 -10.8239 17.1717 0.104 0.714 -0.745 0.000
H 7.6753 -11.5939 14.9698 0.094 0.602 0.888 0.000
H 8.7844 -12.9340 15.0846 0.043 -0.216 -0.333 0.000
H 8.7755 -11.7475 13.7020 0.632 -0.238 0.069 0.000
```
Forces are in eV/Å.


No. 2
Density functional theory data (ωB97M-V/def2-TZVPD) for a molecular structure, C5H9BaO4 at a distorted geometry.

**Kohn-Sham gap (spin up / spin down)**: 0.301 / 0.235 Ha
**HOMO level (spin up / spin down)**: -8.03 / -8.02 eV
**Max |F|**: 4.39 eV/A
**Multiplicity**: 2

```
19
Properties=species:S:1:pos:R:3:forces:R:3:lowdin_spin:R:1
O 2.2458 1.2310 0.0146 3.241 -0.174 -2.024 0.174
C 3.2523 0.6039 -0.4233 -1.688 0.290 2.222 0.113
C 3.1480 -0.7438 -0.9029 0.322 0.466 -1.409 0.605
H 4.2523 1.0205 -0.2289 -0.034 0.050 -0.097 0.011
H 3.9481 -1.4507 -0.6758 -0.291 0.193 -0.193 0.034
H 2.4935 -0.8957 -1.7733 0.035 -0.393 0.887 0.022
O 0.5707 -1.4511 0.0993 0.663 -3.100 -0.927 0.035
O -1.8335 1.1956 -0.2576 -3.127 0.750 -1.647 0.002
C -2.9526 0.3853 -0.3722 -0.469 -0.019 -0.231 0.000
C -2.5639 -1.0765 -0.5887 0.132 0.029 -0.154 0.000
O -1.6728 -1.4449 0.4673 -0.806 -0.595 0.038 0.002
C -0.5241 -2.2633 0.1335 0.548 0.003 -0.010 0.002
Ba -0.0458 0.5681 0.6468 1.478 2.341 3.410 0.000
H -3.5983 0.6793 -1.2232 0.042 -0.050 0.159 0.000
H -3.5900 0.4379 0.5341 0.105 -0.001 -0.160 0.000
H -2.0409 -1.1809 -1.5556 -0.119 0.023 0.199 0.000
H -3.4433 -1.7400 -0.5855 0.144 0.153 -0.027 0.000
H -0.4548 -3.0044 0.9486 -0.110 -0.002 -0.220 0.000
H -0.7222 -2.7710 -0.8295 -0.067 0.037 0.185 0.000
```
Forces are in eV/Å.